1.
Below is a structure of composition C13H27N5O4RuTe at a distorted geometry, with properties calculated with ωB97M-V/def2-TZVPD.

Last column: natural (NBO) charge in e.
CARTESIAN COORDINATES (ANGSTROEM)
Ru 0.53 -0.30 -1.01  0.62
C 2.81 1.15 2.34  -0.68
C 1.79 0.79 1.32  0.22
N 1.97 -0.12 0.40  -0.10
O 3.18 -0.75 0.38  -0.52
C 0.48 1.47 1.24  0.21
C -0.08 2.31 2.33  -0.68
N -0.11 1.26 0.10  -0.11
O -1.27 1.84 -0.22  -0.54
H 3.80 0.93 1.98  0.26
H 2.65 0.57 3.26  0.24
H 2.73 2.21 2.60  0.23
H 3.20 -1.15 -0.51  0.52
H -0.16 1.71 3.24  0.24
H -1.06 2.67 2.05  0.25
H 0.56 3.16 2.56  0.24
N -1.70 -2.48 -1.09  -0.64
C -0.91 -1.66 -1.41  0.18
C -0.32 3.74 -3.31  -0.90
Te -1.10 1.96 -2.50  1.45
C -3.10 2.61 -2.32  -0.94
H -0.59 4.58 -2.68  0.25
H -0.76 3.84 -4.30  0.26
H 0.75 3.62 -3.37  0.27
H -3.56 2.52 -3.29  0.25
H -3.13 3.63 -1.96  0.25
H -3.59 1.95 -1.60  0.26
N -2.24 -3.54 1.26  -0.62
C -0.94 -4.00 1.76  -0.24
C 0.09 -2.88 1.58  -0.24
N -0.34 -1.57 2.08  -0.64
C -1.75 -1.24 1.88  -0.24
C -2.71 -2.41 2.08  -0.24
H -2.91 -4.30 1.29  0.40
H -2.10 -3.08 -0.21  0.45
H -0.63 -4.88 1.21  0.22
H -1.01 -4.26 2.83  0.19
H 0.32 -2.80 0.51  0.20
H 1.02 -3.14 2.08  0.22
H -0.11 -1.51 3.07  0.36
H -1.88 -0.86 0.86  0.20
H -2.01 -0.42 2.55  0.21
H -3.72 -2.13 1.78  0.22
H -2.73 -2.70 3.14  0.19
C 3.36 0.63 -3.93  -0.72
C 2.42 0.37 -2.80  0.81
O 1.61 1.28 -2.42  -0.77
O 2.44 -0.75 -2.20  -0.76
H 2.93 1.34 -4.63  0.23
H 3.61 -0.30 -4.44  0.24
H 4.28 1.07 -3.54  0.25

Output
- Expectation value of S²: 0.77
- Spin multiplicity: 2
- Net charge: +1
- Lowest unoccupied orbital energy (alpha / beta): -4.9 / -4.7 eV
- Energy relative to the best compared isomer or geometry (same formula, charge and spin): 104.0 kcal per mole

***

2.
Below is a cluster of 9 separate species, C13H28Cl14N2O2 in total at a distorted geometry, with properties calculated with ωB97M-V/def2-TZVPD.

Last column: natural (NBO) charge in e.
CARTESIAN COORDINATES (ANGSTROEM)
C 10.86 13.65 6.84  -0.42
N 10.98 14.67 7.86  -0.44
C 10.45 15.99 7.43  -0.43
C 11.38 14.30 9.13  0.54
O 11.42 15.00 10.13  -0.61
H 9.87 13.44 6.45  0.20
H 11.26 12.69 7.17  0.21
H 11.45 13.78 5.93  0.19
H 11.01 16.55 6.67  0.20
H 9.43 16.04 7.05  0.20
H 10.53 16.59 8.34  0.23
H 11.58 13.22 9.05  0.12
C 13.63 10.84 11.78  -0.41
N 14.98 10.26 11.90  -0.43
C 16.04 10.99 11.26  -0.42
C 15.24 9.12 12.63  0.52
O 16.37 8.66 12.84  -0.64
H 13.67 11.83 12.24  0.20
H 12.91 10.23 12.32  0.21
H 13.42 10.82 10.71  0.21
H 17.05 10.58 11.32  0.24
H 15.75 10.93 10.21  0.20
H 16.09 12.04 11.54  0.19
H 14.37 8.58 13.05  0.12
Cl 7.36 10.79 6.96  -0.04
C 6.78 9.54 5.80  -0.38
Cl 5.68 10.27 4.58  -0.04
H 7.61 9.12 5.24  0.23
H 6.20 8.76 6.30  0.23
Cl 10.16 10.48 11.31  -0.03
C 9.92 9.92 9.64  -0.41
Cl 11.40 10.26 8.77  -0.04
H 9.69 8.85 9.59  0.24
H 9.13 10.46 9.11  0.23
Cl 14.47 12.57 8.73  -0.03
C 14.46 11.56 7.22  -0.39
Cl 15.96 10.69 6.86  -0.02
H 13.64 10.84 7.19  0.22
H 14.31 12.26 6.39  0.22
Cl 7.48 7.57 11.50  -0.04
C 7.65 8.87 12.66  -0.43
Cl 8.91 8.42 13.75  0.01
H 7.82 9.83 12.17  0.23
H 6.70 8.90 13.19  0.22
Cl 14.11 7.70 8.90  -0.03
C 13.05 6.26 9.17  -0.38
Cl 11.46 6.72 9.82  -0.04
H 12.93 5.87 8.17  0.22
H 13.50 5.53 9.84  0.23
Cl 7.43 12.53 12.50  0.01
C 6.98 12.33 10.83  -0.40
Cl 8.11 13.01 9.60  -0.04
H 6.89 11.26 10.68  0.21
H 6.01 12.81 10.73  0.23
Cl 10.34 7.41 6.27  -0.02
C 9.24 6.31 7.11  -0.40
Cl 7.99 7.16 8.04  -0.03
H 8.75 5.67 6.37  0.22
H 9.85 5.67 7.74  0.23

Output
- Lowest unoccupied orbital energy: 0.1 eV
- SMILES: CN(C)C=O.CN(C)C=O.ClCCl.ClCCl.ClCCl.ClCCl.ClCCl.ClCCl.ClCCl

***

3.
Below is a cluster of 5 separate species, C13H28Cl4N4O4 in total at a distorted geometry, with properties calculated with ωB97M-V/def2-TZVPD.

Last column: natural (NBO) charge in e.
CARTESIAN COORDINATES (ANGSTROEM)
Cl 3.32 0.68 2.58  0.05
C 2.57 1.54 1.23  -0.23
Cl 3.91 2.09 0.14  0.03
Cl 1.64 0.34 0.33  0.05
Cl 1.58 2.86 1.63  0.11
C -3.55 -1.24 -3.94  -0.39
N -2.23 -1.86 -3.82  -0.43
C -1.79 -2.79 -4.87  -0.42
C -1.68 -1.97 -2.58  0.53
O -0.71 -2.70 -2.41  -0.64
H -4.30 -2.06 -4.05  0.19
H -3.59 -0.58 -4.74  0.19
H -3.65 -0.74 -2.99  0.21
H -0.94 -3.41 -4.59  0.25
H -2.61 -3.41 -5.17  0.19
H -1.46 -2.18 -5.83  0.19
H -2.29 -1.38 -1.81  0.13
C -3.52 -0.83 3.30  -0.40
N -3.67 -1.74 2.16  -0.43
C -3.68 -3.17 2.34  -0.41
C -4.04 -1.27 0.92  0.54
O -4.20 -1.96 -0.05  -0.63
H -4.14 -1.14 4.18  0.19
H -3.80 0.17 3.03  0.22
H -2.50 -0.82 3.63  0.20
H -3.87 -3.67 1.44  0.24
H -2.75 -3.52 2.78  0.19
H -4.47 -3.44 3.06  0.19
H -4.25 -0.17 0.89  0.11
C 1.48 3.32 5.67  -0.40
N 0.28 2.60 5.30  -0.43
C 0.25 1.16 5.53  -0.42
C -0.52 3.17 4.38  0.55
O -1.48 2.63 3.91  -0.62
H 1.42 4.35 5.41  0.21
H 2.30 2.80 5.13  0.19
H 1.71 3.15 6.70  0.20
H 1.24 0.77 5.31  0.20
H -0.06 0.90 6.52  0.20
H -0.46 0.78 4.77  0.24
H -0.09 4.21 4.02  0.10
C 3.28 0.15 -4.13  -0.40
N 4.61 0.77 -3.87  -0.42
C 5.72 0.16 -4.55  -0.42
C 4.64 2.05 -3.54  0.52
O 5.58 2.81 -3.69  -0.62
H 3.19 -0.71 -3.46  0.21
H 3.08 -0.08 -5.16  0.20
H 2.60 0.95 -3.83  0.20
H 5.68 0.40 -5.65  0.19
H 6.62 0.58 -4.17  0.23
H 5.84 -0.91 -4.43  0.21
H 3.76 2.33 -2.94  0.11

Output
- Lowest unoccupied orbital energy: 0.3 eV
- Energy relative to the best compared isomer or geometry (same formula, charge and spin): 53.3 kcal per mole
- SMILES: ClC(Cl)(Cl)Cl.CN(C)C=O.CN(C)C=O.CN(C)C=O.CN(C)C=O

***

4.
Below is a structure of composition C13H28LaNO4P2 at a distorted geometry, with properties calculated with ωB97M-V/def2-TZVPD.

Last column: natural (NBO) charge in e.
CARTESIAN COORDINATES (ANGSTROEM)
C -1.15 1.09 -3.63  -0.28
C -0.92 0.43 -2.42  0.26
N 0.03 0.83 -1.51  -0.58
C 0.65 2.01 -1.74  0.25
C 0.44 2.74 -2.91  -0.29
C -0.44 2.27 -3.88  -0.15
C -1.58 -0.88 -2.12  -0.94
P -2.32 -0.92 -0.42  0.82
La 0.60 -1.24 -0.05  1.34
P 2.24 1.32 0.51  0.81
C 1.58 2.56 -0.67  -0.75
O 0.58 -2.23 -2.11  -1.13
O -1.31 -4.21 1.13  -0.94
H -1.85 0.65 -4.35  0.22
H 0.99 3.68 -3.04  0.22
H -0.58 2.80 -4.82  0.22
C -3.50 0.46 -0.46  -0.94
C -3.47 -2.31 -0.53  -0.94
H 2.42 3.07 -1.17  0.23
H 1.03 3.33 -0.09  0.25
H -0.54 -1.75 -2.23  0.42
H -2.32 -1.22 -2.86  0.23
C 2.28 2.30 2.05  -0.95
C 4.00 1.34 0.00  -0.95
H 2.87 -1.60 0.26  -0.04
H -1.40 -3.68 1.93  0.48
H -1.87 -4.99 1.30  0.47
H 0.97 -2.67 -2.88  0.50
H -0.74 0.47 2.43  0.13
H 2.70 -2.34 0.25  -0.01
H -4.38 0.22 -1.08  0.22
H -3.85 0.66 0.56  0.23
H -3.03 1.37 -0.84  0.24
H -4.17 -2.15 -1.36  0.22
H -2.93 -3.25 -0.63  0.25
H -4.05 -2.34 0.41  0.23
H 4.54 2.24 0.33  0.22
H 4.48 0.45 0.44  0.24
H 4.06 1.25 -1.09  0.23
H 3.27 2.74 2.24  0.22
H 1.52 3.09 2.01  0.23
H 2.03 1.63 2.89  0.25
C 0.65 -1.17 5.00  -0.26
O 0.02 -0.12 4.21  -0.53
C -0.18 -0.33 2.95  0.34
O 0.22 -1.38 2.36  -0.87
H 0.64 -0.78 6.01  0.19
H 1.67 -1.34 4.66  0.18
H 0.06 -2.09 4.94  0.18

Output
- Lowest unoccupied orbital energy (alpha / beta): 0.4 / 0.4 eV
- Energy relative to the best compared isomer or geometry (same formula, charge and spin): 0.0 kcal per mole

***

5.
Below is a cluster of 3 separate species, C13H28N2O7 in total at a distorted geometry, with properties calculated with ωB97M-V/def2-TZVPD.

Last column: natural (NBO) charge in e.
CARTESIAN COORDINATES (ANGSTROEM)
N 3.66 0.11 1.54  -0.85
C 3.75 1.35 0.78  0.10
O 3.54 2.46 1.66  -0.53
C 2.60 3.36 1.30  0.90
O 2.65 3.95 0.26  -0.57
N 1.61 3.58 2.29  -0.67
C 0.32 2.94 1.93  -0.22
C 0.35 1.43 2.20  -0.46
C -0.21 0.58 1.06  -0.07
O 0.38 -0.73 1.03  -0.74
H 3.31 0.32 2.46  0.37
H 2.99 -0.52 1.10  0.37
H 3.02 1.39 -0.04  0.17
H 4.75 1.44 0.35  0.17
H 1.45 4.59 2.26  0.38
H -0.44 3.41 2.56  0.20
H 0.04 3.15 0.89  0.21
H -0.22 1.21 3.11  0.21
H 1.37 1.11 2.41  0.21
H -0.06 1.06 0.10  0.20
H -1.29 0.46 1.20  0.16
H 0.75 -0.92 1.90  0.47
C 1.23 -5.51 0.67  -0.64
C 0.33 -5.85 1.83  -0.07
O 0.20 -4.76 2.75  -0.51
C -0.72 -3.78 2.59  0.80
C -1.48 -3.68 1.29  -0.75
O -0.84 -2.97 3.47  -0.58
H 0.82 -4.70 0.06  0.21
H 1.37 -6.38 0.02  0.22
H 2.21 -5.18 1.03  0.22
H -0.65 -6.20 1.50  0.17
H 0.77 -6.65 2.43  0.20
H -0.91 -3.00 0.64  0.27
H -2.44 -3.22 1.51  0.24
H -1.65 -4.62 0.78  0.21
C -2.46 2.73 -5.45  -0.64
C -1.75 1.61 -4.72  -0.07
O -1.03 2.08 -3.57  -0.50
C -1.60 2.25 -2.36  0.81
C -3.10 2.16 -2.22  -0.74
O -0.89 2.52 -1.43  -0.59
H -3.23 3.19 -4.83  0.21
H -2.94 2.34 -6.35  0.22
H -1.75 3.50 -5.73  0.22
H -2.43 0.80 -4.43  0.17
H -0.98 1.16 -5.35  0.20
H -3.51 3.16 -2.33  0.25
H -3.32 1.81 -1.22  0.25
H -3.58 1.50 -2.94  0.22

Output
- Lowest unoccupied orbital energy: 0.5 eV
- SMILES: NCOC(=O)NCCCO.CCOC(C)=O.CCOC(C)=O

***

Number 4 is which compound?
C13H28LaNO4P2